--- one ---
Computed, not measured: a 2-piece molecular cluster, C2H3F2N overall, with ωB97M-V with the def2-TZVPD basis set.

Each atom is followed by the atoms it is bonded to, with distances in Å.
CARTESIAN COORDINATES (ANGSTROEM)
1 C 0.3359 0.7897 -0.3863  C2 1.465, N3 1.522, H6 1.071, H7 1.166
2 C -0.3220 -0.0781 0.5936  C1 1.465, N3 1.285, H8 1.147
3 N 0.4429 -0.7193 -0.2163  C1 1.522, C2 1.285, F5 1.354
4 F -2.4657 -0.8935 -0.1390  no bonds
5 F 1.6065 -1.3663 0.0325  N3 1.354
6 H 0.0234 1.0299 -1.3826  C1 1.071
7 H 1.2432 1.4620 -0.0950  C1 1.166
8 H -0.8643 -0.2244 1.5931  C2 1.147

The HOMO energy (spin up / spin down) is -10.22 / -9.38 eV. Its frontier orbital gap (spin up / spin down) is 8.37 / 7.30 eV. The calculation puts the LUMO energy (spin up / spin down) at -1.852 / -2.075 eV.

=====

--- two ---
Computed, not measured: one molecule with the formula C2H3F2N, with ωB97M-V with the def2-TZVPD basis set.

Each atom is followed by the atoms it is bonded to, with distances in Å.
CARTESIAN COORDINATES (ANGSTROEM)
1 C -0.5286 -0.2052 0.4712  C2 1.410, N3 1.413, F4 1.370, H6 1.126
2 C 0.6324 -0.2591 -0.3278  C1 1.410, N3 1.418, F5 1.321, H7 1.141
3 N 0.0686 0.9941 0.0229  C1 1.413, C2 1.418, H8 1.007
4 F -1.8421 -0.3646 0.1142  C1 1.370
5 F 1.7856 -0.3526 0.3090  C2 1.321
6 H -0.3344 -0.5492 1.5254  C1 1.126
7 H 0.7443 -0.6136 -1.4071  C2 1.141
8 H -0.5257 1.3501 -0.7078  N3 1.007

The HOMO energy is -10.46 eV. Its frontier orbital gap is 11.63 eV. As for the SMILES: F[C@@H]1N[C@H]1F. The calculation puts the LUMO energy at 1.162 eV.

=====

List of relative energies, unit kJ/mol: one 556.8; two 0.0

=====

--- one ---
Computed, not measured: a 2-piece molecular cluster, C2H3F2N overall, with ωB97M-V with the def2-TZVPD basis set.

Each atom is followed by the atoms it is bonded to, with distances in Å.
CARTESIAN COORDINATES (ANGSTROEM)
1 C 0.2452 0.3067 -0.4409  C2 1.401, N3 1.283, H6 1.163
2 C 0.2926 -0.2978 0.8225  C1 1.401, F5 1.316, H7 1.130
3 N 0.2172 -0.3299 -1.5549  C1 1.283, H8 0.937
4 F -2.1844 -0.5049 0.7189  no bonds
5 F 0.4072 0.4834 1.8752  C2 1.316
6 H 0.5691 1.4149 -0.3040  C1 1.163
7 H 0.1489 -1.3788 1.1199  C2 1.130
8 H 0.3043 0.3064 -2.2368  N3 0.937

The HOMO energy (spin up / spin down) is -10.22 / -10.23 eV. Its frontier orbital gap (spin up / spin down) is 7.15 / 7.17 eV. The calculation puts the LUMO energy (spin up / spin down) at -3.070 / -3.067 eV.

=====

--- two ---
Computed, not measured: a 2-piece molecular cluster, C2H3F2N overall, with ωB97M-V with the def2-TZVPD basis set.

Each atom is followed by the atoms it is bonded to, with distances in Å.
CARTESIAN COORDINATES (ANGSTROEM)
1 C -0.1385 0.0011 1.5380  N3 1.222, H6 1.049, H7 1.117
2 C 0.4517 0.7680 -1.8006  F4 1.319, H8 1.085
3 N -0.3880 -0.1139 0.3470  C1 1.222, F5 1.316
4 F 0.1349 -0.2089 -2.6287  C2 1.319
5 F -1.3638 -0.8170 -0.1865  N3 1.316
6 H 0.6963 0.5954 1.7636  C1 1.049
7 H -0.7269 -0.5833 2.2867  C1 1.117
8 H 1.3343 0.3587 -1.3195  C2 1.085

The HOMO energy is -8.89 eV. Its frontier orbital gap is 9.67 eV. The calculation puts the LUMO energy at 0.782 eV.

=====

List of relative energies, unit kJ/mol: one 0.0; two 164.1

=====

--- one ---
Computed, not measured: one molecule with the formula C17H17N3O4, with ωB97M-V with the def2-TZVPD basis set.

Each atom is followed by the atoms it is bonded to, with distances in Å.
CARTESIAN COORDINATES (ANGSTROEM)
1 C 0.9282 -3.6056 0.1006  C2 1.498, H39 1.087, H40 1.088, H41 1.091
2 C -0.2851 -2.7273 0.1420  C1 1.498, C3 1.389, C7 1.390
3 C -1.0439 -2.4982 -0.9990  C2 1.389, C4 1.384, H38 1.081
4 C -2.1802 -1.7103 -0.9510  C3 1.384, C5 1.390, H37 1.081
5 C -2.5831 -1.1215 0.2414  C4 1.390, C6 1.389, C10 1.507
6 C -1.8221 -1.3406 1.3820  C5 1.389, C7 1.383, H9 1.080
7 C -0.6921 -2.1362 1.3326  C2 1.390, C6 1.383, H8 1.081
8 H -0.1138 -2.2999 2.2310  C7 1.081
9 H -2.1171 -0.8861 2.3163  C6 1.080
10 C -3.8332 -0.2816 0.2906  C5 1.507, C11 1.512, H35 1.092, H36 1.091
11 C -3.8815 0.6986 -0.8594  C10 1.512, O12 1.201, O13 1.345
12 O -4.6874 0.6791 -1.7490  C11 1.201
13 O -2.9371 1.6564 -0.8844  C11 1.345, N14 1.420
14 N -2.0126 1.6304 0.1924  O13 1.420, C15 1.276
15 C -1.0322 2.4349 0.0528  N14 1.276, N16 1.349, C19 1.504
16 N -0.8498 3.2921 -0.9733  C15 1.349, H17 1.003, H18 1.006
17 H 0.0114 3.7949 -1.0830  N16 1.003
18 H -1.4899 3.2505 -1.7486  N16 1.006
19 C 0.0153 2.4114 1.1316  C15 1.504, C20 1.505, H33 1.091, H34 1.091
20 C 1.2648 1.7500 0.6163  C19 1.505, C21 1.391, C25 1.393
21 C 2.5077 2.3641 0.7324  C20 1.391, C22 1.382, H32 1.080
22 C 3.6457 1.7392 0.2601  C21 1.382, C23 1.389, H31 1.079
23 C 3.5345 0.4908 -0.3390  C22 1.389, C24 1.391, N28 1.440
24 C 2.2987 -0.1332 -0.4697  C23 1.391, C25 1.379, H27 1.078
25 C 1.1709 0.5000 0.0080  C20 1.393, C24 1.379, H26 1.078
26 H 0.2056 0.0278 -0.0806  C25 1.078
27 H 2.2401 -1.1013 -0.9411  C24 1.078
28 N 4.7173 -0.1683 -0.8305  C23 1.440, O29 1.213, O30 1.213
29 O 4.5870 -1.2757 -1.3070  N28 1.213
30 O 5.7717 0.4238 -0.7375  N28 1.213
31 H 4.6182 2.1990 0.3466  C22 1.079
32 H 2.5886 3.3331 1.2024  C21 1.080
33 H -0.3805 1.8357 1.9695  C19 1.091
34 H 0.2268 3.4287 1.4644  C19 1.091
35 H -4.7189 -0.9160 0.2127  C10 1.092
36 H -3.8634 0.2778 1.2267  C10 1.091
37 H -2.7627 -1.5512 -1.8472  C4 1.081
38 H -0.7455 -2.9456 -1.9363  C3 1.081
39 H 1.3428 -3.6570 -0.9034  C1 1.087
40 H 1.6945 -3.2440 0.7832  C1 1.088
41 H 0.6624 -4.6186 0.4046  C1 1.091

The HOMO energy is -8.94 eV. Its frontier orbital gap is 8.31 eV. As for the SMILES: Cc1ccc(CC(=O)O/N=C(\N)Cc2ccc([N+](=O)[O-])cc2)cc1. The calculation puts the LUMO energy at -0.623 eV.

=====

--- two ---
Computed, not measured: a 2-piece molecular cluster, C17H17N3O4 overall, with ωB97M-V with the def2-TZVPD basis set.

Each atom is followed by the atoms it is bonded to, with distances in Å.
CARTESIAN COORDINATES (ANGSTROEM)
1 N -2.9087 -0.0657 -2.9336  C2 1.412, H40 0.924, H41 0.949
2 C -1.6260 0.1421 -2.3807  N1 1.412, N3 1.265, C27 1.481
3 N -0.9036 -0.8675 -2.1379  C2 1.265, O4 1.430
4 O -1.3682 -2.2045 -2.3385  N3 1.430, C5 1.481
5 C -0.4543 -3.2649 -1.8541  O4 1.481, O6 1.366, C7 1.306
6 O -1.0965 -4.4501 -2.0777  C5 1.366
7 C 0.5322 -3.0807 -1.0186  C5 1.306, C8 1.273, H26 1.061
8 C 0.4655 -2.5387 0.1316  C7 1.273, H9 1.082, H10 1.129, C11 1.302
9 H -0.2310 -1.7113 0.0937  C8 1.082
10 H -0.0982 -3.2365 0.8172  C8 1.129
11 C 1.5665 -2.1761 0.7254  C8 1.302, C12 1.513, H23 1.096, H24 1.065
12 C 1.4168 -1.5168 2.0788  C11 1.513, C13 1.512, C17 1.621
13 C 1.6163 -2.0082 3.4945  C12 1.512, C14 1.294, H22 1.229
14 C 1.0538 -1.4372 4.5106  C13 1.294, C15 1.328, H21 1.164
15 C 0.8421 -0.1261 4.5385  C14 1.328, C16 1.283, H20 1.193
16 C 0.5317 0.5174 3.4734  C15 1.283, C17 1.308, H19 1.207
17 C 0.9608 0.0158 2.3441  C12 1.621, C16 1.308, H18 1.103
18 H 0.8230 0.4604 1.3437  C17 1.103
19 H 0.3200 1.6786 3.2228  C16 1.207
20 H 0.3499 0.3442 5.5179  C15 1.193
21 H 1.2850 -2.0272 5.4867  C14 1.164
22 H 1.5853 -3.2338 3.4036  C13 1.229
23 H 2.0947 -1.4105 0.1451  C11 1.096
24 H 2.1245 -3.0071 1.0898  C11 1.065
25 H 1.3212 -2.3296 -2.0371  no bonds
26 H 1.2006 -3.8785 -1.2267  C7 1.061
27 C -1.0388 1.3740 -1.8059  C2 1.481, C28 1.251, C32 1.291
28 C 0.2064 1.4771 -1.8671  C27 1.251, C29 1.411, H39 1.095
29 C 0.6625 2.6444 -1.2199  C28 1.411, C30 1.456, H38 0.928
30 C -0.1781 3.8310 -1.1389  C29 1.456, C31 1.391, N35 1.422
31 C -1.4870 3.6208 -1.5613  C30 1.391, C32 1.326, H34 1.107
32 C -1.8502 2.3773 -1.8452  C27 1.291, C31 1.326, H33 1.239
33 H -3.0755 2.3121 -2.0164  C32 1.239
34 H -2.0635 4.5010 -1.2166  C31 1.107
35 N 0.4131 5.0597 -0.7339  C30 1.422, O36 1.324, O37 1.321
36 O -0.5222 5.9840 -0.8906  N35 1.324
37 O 1.7273 5.1793 -0.6653  N35 1.321
38 H 1.5430 2.8576 -1.0163  C29 0.928
39 H 0.8640 0.6016 -1.8354  C28 1.095
40 H -3.3834 0.5298 -3.4573  N1 0.924
41 H -3.2210 -0.9369 -3.1425  N1 0.949

The HOMO energy is -8.95 eV. Its frontier orbital gap is 7.07 eV. The calculation puts the LUMO energy at -1.881 eV.

=====

List of relative energies, unit kJ/mol: one 0.0; two 1553.8